[1]
A structure of composition C30H38N4O2Sm in a non-equilibrium geometry. Source: the Open Molecules 2025 dataset; level of theory: wB97M-V/def2-TZVPD.

Its largest force on an atom is 5.695 eV/Å. For the LUMO energy (spin up / spin down), the calculation gives -2.72 / -2.73 eV. The calculation puts the highest occupied orbital energy (spin up / spin down) at -8.941 / -9.209 eV. The relative energy (zero: lowest compared OMol25 entry of this formula, charge and spin) is 0.0 kcal per mole.

```
! wB97M-V def2-TZVPD RIJCOSX def2/J DEFGRID3
* xyz 1 6
Sm 0.2393 -0.3525 0.0509
C 1.2756 2.5745 1.6277
C -0.0831 3.2214 1.3104
C -1.1868 2.3452 1.8054
C -2.3948 2.8597 2.2633
C -3.3597 1.9725 2.7328
C -3.0964 0.6077 2.7127
C -1.8725 0.1879 2.2217
N -0.9186 1.0288 1.7766
N 1.7028 1.4138 0.7612
C 2.8673 0.8185 1.4881
C 2.4226 -0.2126 2.4991
C 2.9791 -0.2560 3.7766
C 2.5548 -1.2442 4.6606
C 1.6015 -2.1637 4.2427
C 1.1119 -2.0538 2.9524
N 1.4994 -1.1040 2.0778
C 2.1402 2.0168 -0.5230
C 2.5271 0.9740 -1.5129
C 2.9184 1.2592 -2.8148
C 3.2776 0.1992 -3.6424
C 3.2283 -1.0985 -3.1436
C 2.8262 -1.2781 -1.8311
N 2.4891 -0.2648 -1.0077
H 1.2527 2.2624 2.6823
H 2.0388 3.3654 1.5785
H -0.2199 3.4249 0.2450
H -0.1285 4.1856 1.8320
H -2.5794 3.9279 2.2715
H -4.3076 2.3424 3.1110
H -3.8247 -0.1117 3.0669
H -1.6107 -0.8636 2.1685
H 3.4567 1.6042 1.9831
H 3.5988 0.3155 0.8491
H 3.7256 0.4680 4.0822
H 2.9654 -1.2958 5.6641
H 1.2486 -2.9468 4.9028
H 0.3697 -2.7478 2.5716
H 2.9860 2.7013 -0.3764
H 1.3187 2.5828 -0.9745
H 2.9431 2.2798 -3.1792
H 3.5880 0.3817 -4.6663
H 3.4933 -1.9486 -3.7609
H 2.7621 -2.2669 -1.3865
C -0.2412 -2.8258 -2.9607
C -1.6995 -2.3424 -3.0016
C -2.5547 -3.2330 -2.0957
C -1.7552 -0.8689 -2.6282
C -0.8070 -0.0077 -3.1637
C -0.7153 1.3035 -2.7506
C -1.5890 1.8075 -1.8015
C -1.4890 3.2270 -1.3648
C -2.5785 0.9687 -1.3067
C -2.6615 -0.3484 -1.7139
H -0.1632 -3.9075 -3.0409
H 0.2129 -2.5488 -2.0096
H 0.3662 -2.3906 -3.7548
H -2.0771 -2.4304 -4.0342
H -2.2875 -3.0848 -1.0493
H -2.3972 -4.2877 -2.3252
H -3.6223 -3.0329 -2.1985
H -0.1203 -0.3746 -3.9085
H 0.0464 1.9456 -3.1570
H -2.0662 3.8742 -2.0253
H -0.4532 3.5690 -1.3816
H -1.8669 3.3562 -0.3484
H -3.2852 1.3572 -0.5926
H -3.4377 -0.9783 -1.3141
C -1.9978 -2.9722 1.3383
O -1.2357 -1.8872 0.8412
H -2.7939 -3.2140 0.6299
H -2.4265 -2.7036 2.3069
H -1.3445 -3.8394 1.4592
H -1.8569 -1.1195 0.7443
O 1.0715 -2.1230 -0.5415
*
```

=====

[2]
A structure of composition C30H39As3F6PdSb. Source: the Open Molecules 2025 dataset; level of theory: wB97M-V/def2-TZVPD.

Its largest force on an atom is 0.577 eV/Å. For the LUMO energy (spin up / spin down), the calculation gives -7.26 / -10.45 eV. The calculation puts the highest occupied orbital energy (spin up / spin down) at -15.416 / -15.846 eV. The relative energy (zero: lowest compared OMol25 entry of this formula, charge and spin) is 5.3 kcal per mole.

```
! wB97M-V def2-TZVPD RIJCOSX def2/J DEFGRID3
* xyz 3 5
Pd -0.3147 0.1218 0.1936
C 2.6961 -2.4153 0.8396
As 1.4576 -1.6281 -0.4157
C 2.6261 -0.9928 -1.8188
C 0.5505 -3.0980 -1.3261
C -0.3294 -4.0865 -0.5152
C -1.3998 -4.6244 -1.4689
C -0.9791 -3.4653 0.7383
As -1.9029 -1.7406 0.6037
C -2.3675 -1.5061 2.4688
C -3.6191 -2.0693 -0.2443
C 0.5783 -5.2563 -0.0699
As -0.2779 -6.8148 0.7222
C 0.1224 -8.3862 -0.2948
C 0.2617 -7.0677 2.5418
H 3.2661 -3.1837 0.3164
H 2.1855 -2.8282 1.7067
H 3.3724 -1.6332 1.1828
H 3.4262 -1.7151 -1.9841
H 3.0540 -0.0381 -1.5191
H 2.0563 -0.8605 -2.7382
H 1.2912 -3.6469 -1.9123
H -0.0819 -2.5765 -2.0516
H -2.0155 -3.8181 -1.8672
H -2.0736 -5.3332 -0.9764
H -0.9425 -5.1264 -2.3236
H -0.2293 -3.2761 1.5154
H -1.7136 -4.1571 1.1672
H -3.0558 -2.2919 2.7821
H -2.8468 -0.5370 2.6097
H -1.4600 -1.5410 3.0683
H -3.6772 -3.1116 -0.5467
H -3.7607 -1.4292 -1.1129
H -4.3955 -1.8628 0.4914
H 1.3177 -4.9480 0.6747
H 1.1050 -5.6697 -0.9344
H -0.1861 -8.2578 -1.3294
H -0.3808 -9.2416 0.1510
H 1.2069 -8.5137 -0.2317
H -0.1160 -6.2688 3.1753
H 1.3551 -7.0651 2.5368
H -0.1078 -8.0312 2.8866
F 0.0928 1.4850 2.7870
C 0.6611 0.5239 2.0285
F 1.9040 0.9571 1.7170
F 0.8113 -0.5613 2.8132
F -1.1969 10.1806 0.6852
C -0.8598 8.9045 0.7259
C -1.8410 7.9546 0.4814
C -1.4895 6.6205 0.5302
C -0.1544 6.2647 0.7721
C 0.8069 7.2445 1.0655
C 0.4567 8.5770 1.0241
Sb 0.3478 4.2717 0.8040
C -1.2405 3.2515 -0.1222
C -1.5287 3.5422 -1.4589
C -2.5401 2.8647 -2.1317
C -3.2534 1.9004 -1.4431
F -4.2159 1.2290 -2.0718
C -3.0149 1.6119 -0.1090
C -1.9873 2.2803 0.5456
C 1.9847 3.8858 -0.4108
C 1.8912 2.9532 -1.4430
C 2.9646 2.7511 -2.2935
C 4.1309 3.4660 -2.0697
F 5.1630 3.2629 -2.8773
C 4.2615 4.3780 -1.0331
C 3.1802 4.5808 -0.1971
H -2.8516 8.2744 0.2702
H -2.2498 5.8688 0.3626
H 1.8248 6.9810 1.3176
H 1.1692 9.3649 1.2239
H -0.9807 4.3114 -1.9922
H -2.7854 3.0862 -3.1611
H -3.6613 0.9138 0.4095
H -1.8444 2.1226 1.6088
H 0.9614 2.4176 -1.6320
H 2.9104 2.0720 -3.1330
H 5.1917 4.9114 -0.8996
H 3.2854 5.2873 0.6153
*
```

=====

[3]
A structure of composition C30H39Cl5NRuSi2Te. Source: the Open Molecules 2025 dataset; level of theory: wB97M-V/def2-TZVPD.

Its largest force on an atom is 0.554 eV/Å. For the LUMO energy, the calculation gives -3.66 eV. The calculation puts the highest occupied orbital energy at -11.312 eV. The relative energy (zero: lowest compared OMol25 entry of this formula, charge and spin) is 0.0 kcal per mole.

```
! wB97M-V def2-TZVPD RIJCOSX def2/J DEFGRID3
* xyz 1 1
Ru -0.0923 -1.3081 0.0644
C 0.5191 0.1164 1.4355
Si 0.1056 1.8322 0.8173
C -1.4432 1.4807 -0.2043
N -1.3885 0.2107 -0.9948
C -2.7896 -0.2691 -1.1928
C -3.6953 0.7617 -1.8731
C -2.9914 1.4651 -3.0446
C -1.7995 0.6315 -3.4879
C -0.7851 0.4372 -2.3585
C 1.5168 2.5325 -0.1944
C 2.8421 2.2658 0.1598
C 3.9018 2.7839 -0.5701
C 3.6534 3.5811 -1.6786
C 2.3455 3.8744 -2.0394
C 1.2915 3.3605 -1.2972
C -0.3764 3.0526 2.1419
C 0.3450 4.2316 2.3400
C -0.0095 5.1245 3.3420
C -1.0934 4.8514 4.1627
C -1.8224 3.6827 3.9842
C -1.4632 2.7934 2.9841
H 0.0100 -0.0557 2.3893
H 1.5822 -0.0367 1.6497
H -1.7620 2.3162 -0.8312
H -2.2315 1.3534 0.5456
H -3.1975 -0.5373 -0.2194
H -2.7429 -1.1805 -1.7897
H -4.0506 1.4913 -1.1456
H -4.5791 0.2257 -2.2236
H -2.6535 2.4612 -2.7487
H -3.6818 1.6118 -3.8743
H -1.2795 1.0905 -4.3299
H -2.1509 -0.3425 -3.8393
H -0.1378 1.3089 -2.2793
H -0.1590 -0.4152 -2.6036
H 3.0574 1.6445 1.0229
H 4.9209 2.5686 -0.2747
H 4.4769 3.9832 -2.2540
H 2.1485 4.5091 -2.8937
H 0.2763 3.6153 -1.5860
H 1.1918 4.4587 1.7024
H 0.5599 6.0342 3.4812
H -1.3714 5.5481 4.9427
H -2.6678 3.4672 4.6246
H -2.0404 1.8802 2.8670
Cl -0.8897 -3.2945 -1.7864
C -2.0309 -3.3172 -0.4660
C -1.7028 -2.4226 0.5301
C -2.5892 -2.3326 1.5964
Cl -2.2817 -1.2312 2.8883
C -3.7500 -3.1171 1.6385
Cl -4.8342 -2.9840 2.9598
C -4.0344 -4.0137 0.6072
Cl -5.4450 -4.9834 0.6527
C -3.1575 -4.1164 -0.4730
Cl -3.4568 -5.1795 -1.7817
C 2.3184 -0.3627 -2.0805
Si 2.1202 -1.8992 -1.0171
C 2.2145 -3.4002 -2.1180
C 3.5879 -1.8693 0.1446
H 3.3993 -0.2082 -2.1528
H 1.9025 0.5652 -1.7033
H 1.9298 -0.5437 -3.0842
H 3.2391 -3.4369 -2.5026
H 1.5563 -3.3123 -2.9825
H 2.0131 -4.3449 -1.6181
H 4.4660 -1.6508 -0.4712
H 3.7838 -2.8105 0.6561
H 3.5094 -1.0713 0.8829
C 2.3789 -2.4986 3.0792
Te 0.7285 -3.0965 1.8800
C 1.6136 -4.8611 1.0896
H 2.3839 -3.1596 3.9425
H 2.1960 -1.4781 3.4072
H 3.3184 -2.5629 2.5456
H 2.5493 -4.6581 0.5765
H 0.8976 -5.3079 0.4029
H 1.7764 -5.5333 1.9283
*
```

=====

[4]
A structure of composition C30H39N3OYb in a non-equilibrium geometry. Source: the Open Molecules 2025 dataset; level of theory: wB97M-V/def2-TZVPD.

Its largest force on an atom is 2.202 eV/Å. For the LUMO energy (spin up / spin down), the calculation gives 2.37 / 2.37 eV. The calculation puts the highest occupied orbital energy (spin up / spin down) at -2.688 / -2.601 eV. The relative energy (zero: lowest compared OMol25 entry of this formula, charge and spin) is 0.0 kcal per mole.

```
! wB97M-V def2-TZVPD RIJCOSX def2/J DEFGRID3
* xyz -1 2
Yb 0.2378 -0.2309 -0.0231
N 3.8069 1.3241 0.8249
N -0.0457 1.0699 -3.0335
C -1.9319 -0.9622 1.2876
C -2.4328 0.0191 0.3848
C -1.8654 1.2726 0.7381
C -2.0007 2.5500 -0.0016
H -2.6247 2.4222 -0.8954
H -1.0171 2.9302 -0.3212
H -2.4679 3.3245 0.6282
C -1.0620 1.0827 1.8953
C -0.2401 2.1155 2.5696
H -0.6858 2.4203 3.5307
H -0.1448 3.0143 1.9489
H 0.7776 1.7556 2.7819
C -1.1070 -0.2959 2.2446
C -0.3445 -0.9127 3.3572
H 0.6767 -0.4981 3.4343
H -0.2748 -2.0053 3.2424
H -0.8310 -0.7190 4.3297
C -3.3944 -0.1884 -0.7283
H -4.3507 0.3348 -0.5451
H -3.6310 -1.2530 -0.8588
H -3.0041 0.2055 -1.6812
C -2.1673 -2.4268 1.2072
H -1.2686 -2.9991 1.4951
H -2.4583 -2.7360 0.1908
H -2.9795 -2.7475 1.8816
C 5.0719 0.9870 0.6365
H 5.7300 1.0369 1.5114
C 5.6083 0.5860 -0.6084
H 6.6706 0.3563 -0.6628
C 4.7531 0.5122 -1.7157
H 5.1245 0.1728 -2.6844
C 3.4284 0.9121 -1.5627
H 2.7131 0.9535 -2.3852
C 2.9651 1.3744 -0.2691
C 1.6260 1.6889 -0.0037
H 1.4085 2.7062 0.3539
C -0.0861 -0.0761 -2.3951
C -0.2612 0.8632 -4.3854
H -0.2940 1.6682 -5.0920
C -0.4192 -0.4841 -4.6020
H -0.5278 -1.0652 -5.4999
N -0.3529 -1.0775 -3.3470
C -0.4929 -2.4622 -3.0192
C -1.7703 -3.0494 -3.0730
C -1.9069 -4.3480 -2.5692
H -2.8912 -4.8201 -2.5834
C -0.8055 -5.0551 -2.0885
C -0.9216 -6.5088 -1.7540
H -0.5404 -6.7158 -0.7485
H -0.3455 -7.1266 -2.4553
H -1.9640 -6.8300 -1.8096
C 0.4222 -4.4052 -1.9346
H 1.2665 -4.9348 -1.4826
C 0.6126 -3.1184 -2.4517
C 1.9644 -2.4688 -2.4738
H 2.4045 -2.4519 -3.4849
H 2.6669 -3.0082 -1.8272
H 1.9352 -1.4199 -2.1303
C -2.9689 -2.3375 -3.6209
H -3.1648 -2.6209 -4.6659
H -2.8921 -1.2457 -3.5802
H -3.8616 -2.6313 -3.0486
C 3.0840 -1.5779 2.2374
C 2.8862 -2.1849 0.8768
O 1.4485 -2.0755 0.5037
H 2.8723 -0.5020 2.2475
H 4.1262 -1.7084 2.5392
H 2.4521 -2.0915 2.9753
H 3.4390 -1.6829 0.0691
H 3.1538 -3.2491 0.8784
H 1.1186 -2.9720 0.2737
*
```

=====

[5]
A structure of composition C30H39N4O2PtSb in a non-equilibrium geometry. Source: the Open Molecules 2025 dataset; level of theory: wB97M-V/def2-TZVPD.

Its largest force on an atom is 2.655 eV/Å. For the LUMO energy (spin up / spin down), the calculation gives -0.53 / -1.06 eV. The calculation puts the highest occupied orbital energy (spin up / spin down) at -6.560 / -6.421 eV. The relative energy (zero: lowest compared OMol25 entry of this formula, charge and spin) is 33.8 kcal per mole.

```
! wB97M-V def2-TZVPD RIJCOSX def2/J DEFGRID3
* xyz 0 1
Pt 0.7384 0.5198 -0.3955
O -1.0149 2.1560 2.8730
C -0.3156 2.0826 1.8722
N 0.6471 1.1675 1.5944
C 1.3667 0.5542 2.5595
C 1.3205 0.8488 3.9396
C 1.9870 0.0591 4.8348
C 2.7287 -1.0591 4.4087
C 2.8277 -1.3383 3.0750
C 2.2190 -0.4939 2.1093
N 2.4394 -0.6410 0.7877
C 2.6107 -1.9479 0.3596
O 3.5910 -2.3717 -0.2127
C 1.3946 -2.8286 0.6171
C 1.5243 -4.2091 0.6991
C 0.3848 -4.9490 0.9762
C -0.8230 -4.2889 1.1413
C -0.8499 -2.9043 1.0156
N 0.2358 -2.1900 0.7642
C -0.4022 3.1449 0.8136
C -0.8117 4.4138 1.1977
C -0.7101 5.4481 0.2870
C -0.1984 5.1746 -0.9693
C 0.1497 3.8681 -1.2760
N 0.0357 2.8622 -0.4162
H 0.7031 1.6620 4.2819
H 1.9206 0.2800 5.8902
H 3.2308 -1.6806 5.1360
H 3.4345 -2.1624 2.7217
H 2.4906 -4.6645 0.5466
H 0.4387 -6.0266 1.0618
H -1.7315 -4.8317 1.3604
H -1.7752 -2.3495 1.1110
H -1.1795 4.5518 2.2013
H -1.0088 6.4508 0.5568
H -0.0734 5.9480 -1.7112
H 0.5252 3.6158 -2.2544
C -1.2426 1.9399 -3.5134
C -1.0023 0.5037 -3.9675
C -2.2166 -0.3163 -3.5370
C -0.8832 0.5068 -5.4843
Sb 0.7281 -0.2666 -2.8558
C 2.5357 0.5639 -3.7209
C 3.7120 -0.0093 -2.9282
C 2.4938 2.0657 -3.4531
C 2.7299 0.3040 -5.2062
C 0.7412 -2.3914 -3.4263
C -0.2579 -3.1446 -2.5455
C 2.1220 -3.0003 -3.2107
C 0.3471 -2.6050 -4.8875
H -2.1762 2.3002 -3.9516
H -0.4531 2.6076 -3.8505
H -1.3280 2.0127 -2.4306
H -3.1204 0.1659 -3.9173
H -2.3055 -0.3721 -2.4507
H -2.2002 -1.3287 -3.9355
H -1.8017 0.9266 -5.9022
H -0.7544 -0.4842 -5.9138
H -0.0595 1.1384 -5.8243
H 3.5603 0.0749 -1.8523
H 4.6071 0.5638 -3.1803
H 3.9177 -1.0501 -3.1598
H 2.2953 2.2723 -2.3965
H 1.7448 2.5698 -4.0682
H 3.4632 2.5006 -3.7040
H 2.7036 -0.7559 -5.4504
H 3.7125 0.6773 -5.5081
H 1.9849 0.8153 -5.8193
H 0.0306 -3.1205 -1.4976
H -0.2740 -4.1914 -2.8594
H -1.2727 -2.7628 -2.6243
H 2.5609 -2.7700 -2.2463
H 2.8198 -2.6962 -3.9917
H 2.0282 -4.0879 -3.2748
H -0.7063 -2.3938 -5.0653
H 0.5093 -3.6563 -5.1377
H 0.9375 -2.0111 -5.5832
*
```

=====

[6]
A structure of composition C30H40BN7O6S in a non-equilibrium geometry. Source: the Open Molecules 2025 dataset; level of theory: wB97M-V/def2-TZVPD.

Its largest force on an atom is 4.211 eV/Å. For the LUMO energy, the calculation gives -0.29 eV. The calculation puts the highest occupied orbital energy at -8.176 eV.

```
! wB97M-V def2-TZVPD RIJCOSX def2/J DEFGRID3
* xyz 0 1
O 1.3353 3.9828 -0.3653
S 1.4301 2.5689 -0.7200
O 1.2250 2.4160 -2.1770
O 0.3069 1.6214 0.0402
C 0.8768 0.2883 -0.0321
C 2.3761 0.3835 -0.4902
B 3.2620 -0.8427 0.0479
O 3.9258 -0.8896 1.2676
O 3.3731 -1.9579 -0.7966
O 2.7428 1.7379 -0.1213
H 0.9594 0.0056 1.0266
H 0.2930 -0.3853 -0.6592
H 2.5743 0.3682 -1.5793
H 4.8697 -0.8070 1.1530
H 2.9804 -1.7461 -1.6459
N 1.6861 -1.0306 -4.7311
C 0.4357 -1.5891 -4.7079
C 0.4608 -2.7083 -5.4989
C 1.7764 -2.8331 -6.0155
C 2.5109 -1.7857 -5.5229
H 1.9568 -0.1981 -4.2400
H -0.3597 -1.1424 -4.1350
H -0.3730 -3.3648 -5.6862
H 2.1430 -3.6035 -6.6734
H 3.5428 -1.5129 -5.6671
N -1.0471 2.7676 2.4640
C -1.9408 2.3287 3.3989
C -2.3298 3.4046 4.1549
C -1.6469 4.5394 3.6479
C -0.8630 4.1146 2.6021
H -0.6015 2.1754 1.7846
H -2.2200 1.2885 3.4442
H -3.0264 3.3800 4.9771
H -1.7210 5.5524 4.0078
H -0.1946 4.6518 1.9495
N 4.6934 -4.5822 -1.0613
C 6.0460 -4.6045 -0.8643
C 6.4362 -5.9153 -0.7528
C 5.2734 -6.7138 -0.8930
C 4.2146 -5.8623 -1.0847
H 4.1369 -3.7490 -1.1723
H 6.6133 -3.6899 -0.8194
H 7.4438 -6.2609 -0.5897
H 5.2182 -7.7894 -0.8580
H 3.1661 -6.0575 -1.2340
N 0.3543 0.6090 5.2497
C 0.3423 0.0022 6.4757
C 1.5917 -0.5172 6.7024
C 2.3906 -0.2073 5.5725
C 1.6017 0.4909 4.6941
H -0.4319 1.0722 4.8221
H -0.5504 -0.0095 7.0776
H 1.8976 -1.0581 7.5824
H 3.4260 -0.4645 5.4209
H 1.8182 0.9124 3.7259
N -0.4866 -1.8874 3.0173
C -1.6631 -1.6566 2.3565
C -1.9296 -2.7514 1.5735
C -0.8762 -3.6792 1.7747
C -0.0029 -3.1187 2.6726
H -0.0449 -1.2490 3.6590
H -2.2074 -0.7381 2.4977
H -2.7860 -2.8725 0.9307
H -0.7703 -4.6480 1.3152
H 0.9172 -3.4881 3.0930
N -5.9808 6.4599 2.4385
C -4.9140 5.9189 3.1016
C -5.0093 6.2834 4.4198
C -6.1820 7.0705 4.5571
C -6.7617 7.1602 3.3178
H -6.1627 6.3587 1.4587
H -4.1819 5.3250 2.5805
H -4.3150 6.0141 5.1989
H -6.5583 7.5198 5.4613
H -7.6568 7.6596 2.9876
N -2.1857 -0.5235 -8.9828
C -1.8360 -1.0726 -7.7797
C -2.9406 -1.0412 -6.9679
C -3.9971 -0.4552 -7.7121
C -3.5014 -0.1479 -8.9527
H -1.5718 -0.4132 -9.7666
H -0.8371 -1.4353 -7.6048
H -2.9852 -1.4002 -5.9527
H -5.0057 -0.2792 -7.3766
H -3.9685 0.3036 -9.8115
*
```